(1)
Entry from the Open Molecules 2025 dataset: 2 unconnected molecules or ions with the total composition C4H10N2O (ωB97M-V/def2-TZVPD).

Positions of all 17 atoms, in Å:
O 0.31 1.08 -1.25
N -0.69 1.87 0.68
N 1.01 -0.30 1.08
C -1.34 -0.28 -0.12
C 1.96 -1.05 0.27
C -2.26 -0.77 -0.91
C -0.38 0.76 -0.10
H 1.44 -1.90 -0.19
H -2.83 -1.65 -0.61
H -0.03 2.63 0.61
H 2.35 -0.43 -0.54
H -2.43 -0.41 -1.93
H 0.03 -0.79 1.16
H 2.80 -1.41 0.87
H 0.09 0.40 -1.91
H -1.48 1.77 1.29
H 1.46 0.46 1.58

Results
Frontier orbital gap   0.2780 hartree
Energy above the lowest of the compared OMol25 structures with the same formula, charge and spin   125.0 kcal/mol
SMILES   C=C=C(N)O.CN
LUMO energy   0.029 Eh

So, what does the Löwdin scheme give us? The charges, in e, come out as: 0.0415, 0.1361, -0.0670, -0.1895, -0.1535, -0.0757, -0.5062, 0.0796, 0.0280, 0.1090, 0.0665, 0.0368, 0.1046, 0.0681, 0.1144, 0.1086, 0.0985

(2)
Entry from the Open Molecules 2025 dataset: a molecular structure, C27H36N3O6RuS2 (ωB97M-V/def2-TZVPD).

Positions of all 75 atoms, in Å:
Ru -0.80 0.64 0.55
S -0.85 -2.86 -1.11
S 2.55 0.99 -1.44
O -1.52 1.62 -1.39
O -3.73 1.83 3.66
O 1.39 0.46 -0.68
O -0.78 -1.42 -0.78
O -2.95 2.98 -2.39
O -1.95 1.56 2.38
N 0.28 -0.39 2.34
N -0.15 3.02 0.85
N -3.33 0.36 0.39
C 0.80 -4.00 2.46
C -0.43 -3.75 0.42
C 0.11 -1.09 4.49
C 2.67 3.07 -3.25
C -1.07 4.02 0.31
C 1.89 -2.40 -1.80
C 1.88 2.03 -2.77
C -3.17 1.50 2.63
C 2.04 -1.37 -2.92
C -1.12 3.99 -1.21
C 1.38 0.00 3.01
C 0.62 1.79 -3.28
C 0.04 -5.11 2.77
C -4.10 0.95 1.46
C 0.12 2.61 -4.28
C -1.19 -4.87 0.73
C 0.56 -3.31 1.28
C 3.13 -0.36 -2.59
C -0.95 -5.55 1.91
C 2.18 3.87 -4.27
C 1.32 -0.43 4.36
C -1.82 -1.62 2.83
C -0.51 -1.04 3.22
C 2.47 0.77 2.36
C 0.90 3.64 -4.78
C -1.95 2.76 -1.71
C 0.71 -3.34 -2.03
H -0.11 3.93 -1.62
H 0.80 3.24 0.59
H -0.77 5.03 0.64
H 0.21 -5.64 3.70
H -4.67 1.82 1.12
H 2.81 -2.98 -1.71
H 2.86 0.21 1.50
H 2.78 4.67 -4.65
H -1.99 -1.41 1.76
H 0.52 4.28 -5.55
H -0.29 -1.55 5.37
H -1.61 4.88 -1.59
H 3.97 -0.85 -2.09
H 0.01 1.01 -2.86
H -3.31 0.92 -0.46
H -2.61 -1.16 3.42
H -1.56 -6.41 2.16
H -1.84 -2.69 3.00
H 3.28 0.98 3.06
H 1.74 -1.85 -0.86
H 1.55 -3.64 3.14
H -0.88 2.46 -4.64
H 0.43 -3.36 -3.08
H 0.93 -4.35 -1.70
H 2.06 -0.27 5.11
H -0.24 2.98 1.87
H 1.09 -0.85 -3.06
H 3.50 0.14 -3.48
H 2.28 -1.88 -3.85
H -1.96 -5.18 0.05
H -3.62 -0.58 0.16
H -2.07 3.82 0.72
H -4.79 0.24 1.91
H 3.64 3.24 -2.83
H 1.12 -2.41 1.06
H 2.08 1.71 1.97

Results
Spin multiplicity   2
Frontier orbital gap (alpha / beta)   0.1607 / 0.1861 hartree
LUMO energy (alpha / beta)   -0.075 / -0.049 Eh

So, what does the Löwdin scheme give us? The charges, in e, come out as: 1.4623, 1.0116, 1.0026, -0.1762, 0.0427, -0.6010, -0.6009, 0.0382, -0.0925, -0.0101, 0.0061, -0.0059, -0.0552, -0.3849, -0.0774, -0.0973, -0.2303, -0.2440, -0.3873, -0.6822, -0.2326, -0.0898, -0.3931, -0.0914, -0.0676, -0.1476, -0.0513, -0.1006, -0.0786, -0.2757, -0.0786, -0.0761, -0.0771, -0.0475, -0.4135, -0.0658, -0.0642, -0.6944, -0.2781, 0.1007, 0.0948, 0.1243, 0.1076, 0.1209, 0.1256, 0.0473, 0.1059, 0.0300, 0.1080, 0.0930, 0.1173, 0.0874, 0.0913, 0.0611, 0.0831, 0.1056, 0.0722, 0.0776, 0.0729, 0.1149, 0.1192, 0.0829, 0.0910, 0.0879, 0.0872, 0.0982, 0.0920, 0.1250, 0.1024, 0.0897, 0.1234, 0.1174, 0.1072, 0.0973, 0.0430

(3)
Entry from the Open Molecules 2025 dataset: a molecular structure, C17H23F5NO3P2Ti (ωB97M-V/def2-TZVPD).

Positions of all 52 atoms, in Å:
Ti 0.24 0.60 -0.21
P -2.15 0.78 -0.76
P 2.25 -0.83 0.19
F -1.15 -2.25 3.95
F 0.66 2.96 3.79
F -0.71 -1.07 1.53
F -0.67 -0.89 6.27
F 0.23 1.70 6.21
O 0.25 1.53 1.43
O -0.20 3.91 -0.83
O 1.09 1.92 -1.49
N -0.02 -0.98 -1.73
C 2.37 -2.50 0.86
C 1.11 -1.53 -2.23
C -0.14 -2.81 -3.82
C 0.00 0.98 2.63
C -0.48 -0.34 2.71
C 0.00 1.05 5.05
C -3.58 0.95 0.33
C 1.08 -2.42 -3.30
C -2.48 -0.77 -1.68
C -1.31 -2.30 -3.27
C -0.71 -0.97 3.91
C -2.37 2.05 -2.03
C 0.22 1.68 3.83
C 2.41 -1.04 -1.63
C -0.47 -0.27 5.09
C 3.80 -0.04 0.72
C -1.22 -1.37 -2.23
H -3.00 -1.47 -1.00
H -1.68 1.88 -2.86
H 1.63 -3.16 0.39
H 3.23 -1.76 -1.79
H 1.88 1.80 -2.05
H 2.04 -2.77 -3.69
H 2.17 -2.48 1.94
H 2.68 -0.04 -2.08
H 4.62 -0.78 0.72
H 4.05 0.80 0.06
H -3.66 0.07 1.00
H -3.40 1.99 -2.39
H 0.75 2.91 -1.47
H 3.65 0.35 1.74
H -0.19 -3.49 -4.66
H -0.24 3.62 0.11
H -0.34 4.87 -0.88
H -3.18 -0.53 -2.50
H -3.44 1.85 0.95
H -2.30 -2.56 -3.63
H 3.38 -2.90 0.68
H -2.16 3.04 -1.61
H -4.50 1.04 -0.26

Results
Spin multiplicity   2
Total charge   +2
Frontier orbital gap (alpha / beta)   0.2544 / 0.2788 hartree
Energy above the lowest of the compared OMol25 structures with the same formula, charge and spin   8.0 kcal/mol
LUMO energy (alpha / beta)   -0.258 / -0.246 Eh

So, what does the Löwdin scheme give us? The charges, in e, come out as: 0.8291, 0.8446, 0.8513, 0.1315, 0.1198, 0.0012, 0.1415, 0.1403, -0.2382, -0.0265, -0.1252, 0.0023, -0.2100, -0.3074, 0.0134, -0.2502, -0.1157, -0.0968, -0.2151, 0.0169, -0.2429, 0.0154, -0.1242, -0.2267, -0.1079, -0.2661, -0.1045, -0.2136, -0.2897, 0.1223, 0.0667, 0.0649, 0.1149, 0.1065, 0.1371, 0.0665, 0.0997, 0.0706, 0.0604, 0.0650, 0.0724, 0.0828, 0.0658, 0.1343, 0.0924, 0.1243, 0.1157, 0.0656, 0.1389, 0.0722, 0.0400, 0.0744

(4)
Entry from the Open Molecules 2025 dataset: 2 unconnected molecules or ions with the total composition C5H13NO2 (ωB97M-V/def2-TZVPD).

Positions of all 21 atoms, in Å:
O -0.39 1.17 2.58
O -0.75 -2.85 -1.58
N -0.74 0.97 -0.94
C -0.18 1.50 1.45
C -2.19 1.10 -0.74
C 1.95 -0.80 0.89
C 1.46 0.36 0.03
C -0.06 0.59 0.27
H 1.70 -0.81 1.95
H -0.45 0.34 -1.68
H 0.05 2.57 1.25
H 1.61 -1.75 0.49
H -0.43 -0.38 0.64
H -2.75 0.50 -1.46
H -0.74 -3.28 -0.72
H 3.04 -0.87 0.86
H 1.75 0.15 -1.00
H -2.56 0.87 0.26
H 2.00 1.25 0.32
H -2.44 2.14 -0.96
H 0.13 -2.77 -1.93

Results
Frontier orbital gap   0.3511 hartree
Energy above the lowest of the compared OMol25 structures with the same formula, charge and spin   45.8 kcal/mol
SMILES   CC[C@@H](C=O)NC.O
LUMO energy   0.023 Eh

So, what does the Löwdin scheme give us? The charges, in e, come out as: 0.0718, -0.0533, -0.0721, -0.2522, -0.1023, -0.1063, -0.1862, -0.3811, 0.0779, 0.0946, 0.1376, 0.0614, 0.1372, 0.0761, 0.0348, 0.0716, 0.1072, 0.0803, 0.1052, 0.0730, 0.0250

(5)
Entry from the Open Molecules 2025 dataset: 2 unconnected molecules or ions with the total composition C5H11FN2OS (ωB97M-V/def2-TZVPD).

Positions of all 21 atoms, in Å:
S -2.13 -0.88 -1.25
F 0.78 -1.61 1.32
O 0.16 -0.25 -0.35
N -2.93 -0.27 0.05
N 2.23 -0.19 0.70
C 3.00 0.70 -0.16
C 1.06 -0.63 0.43
C 3.84 -0.10 -1.22
C -2.31 -0.72 1.26
C -3.69 0.98 -0.12
H 4.58 0.54 -1.67
H 2.30 1.37 -0.71
H 4.30 -0.96 -0.80
H -4.67 0.75 0.16
H -2.93 -0.38 2.05
H -1.16 -0.42 1.31
H -3.64 1.25 -1.11
H -2.34 -1.77 1.23
H 3.66 1.29 0.38
H 3.18 -0.45 -2.05
H -3.29 1.75 0.54

Results
Frontier orbital gap (alpha / beta)   0.2351 / 0.1759 hartree
Energy above the lowest of the compared OMol25 structures with the same formula, charge and spin   86.1 kcal/mol
LUMO energy (alpha / beta)   -0.079 / -0.107 Eh

So, what does the Löwdin scheme give us? The charges, in e, come out as: 0.9639, 0.0315, -0.0969, -0.5980, 0.0940, -0.2584, -0.6595, -0.0894, -0.1456, -0.0744, 0.0501, 0.1071, 0.0478, 0.0689, 0.0805, 0.1162, 0.0431, 0.0683, 0.0664, 0.0764, 0.1082

(6)
Entry from the Open Molecules 2025 dataset: 4 unconnected molecules or ions with the total composition C19H36F5N2O10S3 (ωB97M-V/def2-TZVPD).

Positions of all 75 atoms, in Å:
S -1.50 -2.08 6.04
S 0.68 -4.96 -0.06
S 4.12 3.85 -4.23
F -4.20 -0.71 1.20
F -2.63 -0.94 -0.65
F -4.99 -1.30 -1.00
F -4.35 1.22 -2.16
F -5.59 1.49 -0.10
O 1.83 -4.81 -0.93
O 3.67 3.16 -3.04
O -0.32 -6.07 -0.69
O -1.21 -3.47 6.30
O -0.48 -1.16 5.59
O 4.28 5.29 -4.26
O 3.19 3.40 -5.49
O 0.83 -5.22 1.36
O 0.23 4.92 1.25
O -2.78 -1.99 5.03
N -2.39 1.69 0.83
N -3.19 2.09 -0.19
C -2.56 -2.15 3.64
C -1.90 4.59 -0.48
C -0.38 -3.55 -0.27
C -3.00 3.43 -0.81
C -2.29 -1.39 7.47
C -4.28 1.11 -0.68
C 1.91 1.88 0.06
C -2.42 -3.62 3.27
C 2.23 3.25 0.95
C -3.98 -0.45 -0.26
C 5.63 3.10 -4.79
C 1.78 3.51 -5.37
C -1.33 2.61 1.26
C -0.88 4.10 0.75
C 0.19 -7.35 -1.03
C 3.19 0.80 0.08
C 1.32 4.94 -5.59
C 0.33 -8.23 0.21
C 1.43 4.58 0.43
H 3.34 0.51 1.21
H -3.44 -1.74 3.13
H -2.57 -0.36 7.25
H -1.69 -1.58 3.30
H 6.41 3.35 -4.07
H 0.23 4.99 -5.64
H -1.80 5.64 -1.02
H -2.40 -3.75 2.19
H 5.49 2.02 -4.83
H -3.17 -1.99 7.71
H -3.77 3.70 -1.67
H 0.59 -9.25 -0.08
H 1.58 2.15 -1.05
H 1.43 3.13 -4.41
H 2.76 -0.17 -0.47
H -0.60 -8.25 0.78
H -1.58 -1.42 8.30
H 4.15 1.23 -0.44
H 1.34 2.88 -6.15
H 1.65 5.59 -4.77
H -0.65 2.19 2.15
H 0.99 1.26 0.50
H 2.19 5.50 0.39
H -1.50 -4.04 3.68
H -3.25 -4.20 3.68
H 2.05 3.08 2.12
H 3.40 3.45 0.86
H 0.13 -2.68 0.16
H 1.74 5.35 -6.51
H 1.14 -7.26 -1.56
H 1.00 4.44 -0.68
H -0.52 -7.82 -1.72
H 1.11 -7.85 0.87
H 5.88 3.50 -5.77
H -1.32 -3.74 0.25
H -0.54 -3.40 -1.34

Results
Total charge   +1
Frontier orbital gap   0.2291 hartree
LUMO energy   -0.227 Eh

So, what does the Löwdin scheme give us? The charges, in e, come out as: 0.6266, 0.6220, 0.6209, 0.0413, 0.0462, 0.0519, 0.0574, 0.0652, -0.2839, -0.3120, -0.2672, -0.2761, -0.2957, -0.2822, -0.2608, -0.2829, -0.1140, -0.2647, 0.1230, -0.0431, -0.2845, 0.1435, -0.1327, 0.1014, -0.1215, -0.1385, -0.2647, -0.0566, -0.1684, -0.1301, -0.1154, -0.2817, 0.0724, -0.0373, -0.2770, -0.1275, -0.0768, -0.0738, -0.1565, 0.0902, 0.0989, 0.0733, 0.1119, 0.0804, 0.0780, 0.1473, 0.0595, 0.0778, 0.0776, 0.1638, 0.0836, 0.1061, 0.1061, 0.0881, 0.0861, 0.0801, 0.0850, 0.1263, 0.0691, 0.1597, 0.0855, 0.1611, 0.0807, 0.0930, 0.1356, 0.1332, 0.0726, 0.0907, 0.1176, 0.1332, 0.1249, 0.0735, 0.0801, 0.0486, 0.0746

(7)
Entry from the Open Molecules 2025 dataset: a molecular structure, C41H25N8NaO3 (ωB97M-V/def2-TZVPD).

Positions of all 78 atoms, in Å:
Na -0.01 0.68 -0.53
O -2.61 -1.34 -1.95
O 0.12 -1.38 -1.42
O 0.86 -5.97 -0.75
N 2.17 0.78 0.07
N 0.59 2.93 -0.88
N -1.59 3.99 -0.71
N -2.44 -0.03 1.65
N 2.17 -1.07 1.56
N -1.79 1.81 0.29
N 2.94 2.55 -1.35
N -0.06 -0.17 1.62
C 2.06 -5.93 -1.50
C -0.35 -4.82 1.92
C -4.99 4.50 2.24
C 0.63 -3.68 1.96
C 2.74 -0.08 0.88
C -2.74 -1.85 -0.86
C 6.56 -0.13 1.20
C 1.46 4.13 -2.59
C -1.27 -2.20 1.37
C 0.17 -2.47 1.68
C -0.38 5.61 -3.18
C -2.19 -3.41 1.80
C -4.02 4.57 1.26
C -1.56 -4.38 2.75
C -0.89 -4.97 0.43
C -5.18 3.34 3.00
C 1.68 3.10 -1.61
C 0.14 4.59 -2.38
C 4.23 0.10 0.84
C 1.74 5.70 -4.37
C 5.26 -0.54 1.49
C -1.33 -0.70 1.61
C -4.11 -1.88 -0.22
C 5.74 1.54 -0.36
C -1.55 -2.56 -0.18
C -2.02 -3.95 0.31
C -3.25 3.44 1.01
C -3.45 2.28 1.77
C 2.27 4.68 -3.59
C 3.12 1.58 -0.54
C 0.42 -3.70 -1.32
C 0.83 -1.17 1.64
C -2.48 1.30 1.27
C 4.46 1.12 -0.07
C 0.42 6.16 -4.16
C -0.31 -2.46 -1.04
C -4.41 2.21 2.77
C -0.38 3.79 -1.30
C 0.15 -4.83 -0.63
C 6.80 0.89 0.29
C -2.14 3.14 0.10
H -2.24 -5.23 2.90
H -5.95 3.32 3.77
H -3.86 5.47 0.68
H -4.53 1.30 3.35
H 0.11 -5.76 2.24
H -4.39 -2.88 0.09
H 2.35 6.14 -5.15
H 7.40 -0.61 1.69
H -4.81 -1.49 -0.95
H 0.04 6.96 -4.79
H 1.85 -5.83 -2.57
H -5.61 5.37 2.44
H 7.82 1.20 0.08
H -1.39 5.97 -3.03
H -1.29 -5.99 0.36
H 3.28 4.32 -3.74
H 2.70 -5.11 -1.18
H 1.68 -3.80 2.22
H 5.91 2.34 -1.07
H -2.89 -4.35 -0.20
H -4.09 -1.26 0.67
H 5.05 -1.34 2.20
H 1.27 -3.60 -1.98
H -3.20 -3.08 2.05
H 2.56 -6.88 -1.32

Results
Total charge   -2
Frontier orbital gap   0.1693 hartree
LUMO energy   0.144 Eh

So, what does the Löwdin scheme give us? The charges, in e, come out as: 0.2947, 0.0931, 0.0680, -0.0706, 0.1355, 0.1372, 0.1881, 0.1743, 0.1818, 0.1492, 0.1829, 0.1674, -0.0876, -0.2835, -0.1181, 0.0329, -0.2898, -0.3453, -0.1135, -0.1303, -0.1330, -0.1225, -0.0503, -0.2080, -0.0350, -0.1680, -0.1458, -0.1175, -0.2931, -0.1249, -0.0980, -0.1359, -0.0309, -0.2365, -0.0044, -0.0313, -0.1436, -0.1278, -0.1037, -0.1049, -0.0501, -0.2939, 0.0709, -0.2799, -0.2690, -0.1011, -0.1352, -0.2971, -0.0329, -0.2947, -0.2274, -0.1131, -0.2862, 0.0212, 0.0833, 0.1028, 0.1054, 0.1173, 0.0707, 0.0764, 0.0848, 0.0827, 0.0774, 0.0916, 0.0842, 0.0851, 0.0966, 0.1448, 0.0964, 0.0971, 0.1167, 0.1040, 0.1333, 0.0688, 0.1043, 0.1089, 0.1193, 0.0848

(8)
Entry from the Open Molecules 2025 dataset: 2 unconnected molecules or ions with the total composition C5H14NO (ωB97M-V/def2-TZVPD).

Positions of all 21 atoms, in Å:
O 2.91 -0.17 -0.30
N 1.02 1.45 0.61
C -0.09 1.07 1.61
C -0.68 -0.85 -0.03
C -1.84 -0.75 -2.26
C -1.82 -0.67 -0.81
C -0.55 -0.38 1.41
H 1.90 0.87 0.68
H -2.48 0.03 -2.73
H 1.21 2.45 0.54
H 2.89 -0.70 -1.13
H 0.70 1.14 -0.31
H -2.73 -0.58 -0.22
H 0.28 1.26 2.62
H -0.85 -0.69 -2.72
H -0.87 1.77 1.38
H -2.44 -1.60 -2.62
H 0.21 -1.17 -0.58
H 0.18 -1.10 1.84
H -1.50 -0.64 1.88
H 3.81 -0.13 0.00

Results
Spin multiplicity   2
Total charge   +2
Frontier orbital gap (alpha / beta)   0.4113 / 0.2776 hartree
Energy above the lowest of the compared OMol25 structures with the same formula, charge and spin   9.1 kcal/mol
LUMO energy (alpha / beta)   -0.319 / -0.456 Eh

So, what does the Löwdin scheme give us? The charges, in e, come out as: -0.0338, 0.1830, -0.0686, 0.0563, 0.0019, 0.0430, -0.1055, 0.1310, 0.1456, 0.1844, 0.0985, 0.1326, 0.1614, 0.1491, 0.1086, 0.1379, 0.1546, 0.1418, 0.1535, 0.1428, 0.0820